The following is a DFT calculation (ωB97M-V with the def2-TZVPD basis set) of a 2-piece molecular cluster, C7H16OS overall at a distorted geometry.

The geometry in XYZ format:
```
25
C7H16OS, DFT ωB97M-V with the def2-TZVPD basis set
C -2.47 1.03 0.40
C -3.32 -0.24 -1.59
C 0.48 -1.44 -0.80
C 2.35 -1.14 0.84
C 1.97 1.89 0.96
C -3.19 -0.05 -0.29
C 1.09 -0.55 0.33
O 2.83 0.38 -1.30
S 1.66 0.92 -0.64
H -1.40 0.65 0.66
H -2.49 1.86 -0.18
H -3.00 1.20 1.34
H 0.45 -0.09 1.00
H -3.86 -1.10 -2.03
H -2.84 0.37 -2.34
H 1.35 -1.41 -1.47
H -0.40 -1.05 -1.32
H 0.34 -2.60 -0.60
H 3.12 -1.51 0.18
H 2.29 -2.07 1.51
H 2.98 -0.39 1.49
H 0.89 1.89 1.14
H 2.20 2.93 0.68
H 2.64 1.36 1.66
H -3.66 -0.82 0.37
```

Properties
LUMO   0.81 eV
Energy above the lowest of the compared OMol25 structures with the same formula, charge and spin   330.8 kJ/mol
Kohn-Sham gap   9.78 eV
Strongest force on any atom   0.101 Eh/bohr
DFT total energy   -749.61091 a.u.